Entry 1:
ORCA calculation (wB97M-V/def2-TZVPD) on C4H10N2O in the gas phase.

For the relative energy (zero: lowest compared OMol25 entry of this formula, charge and spin), the calculation gives 1.912 eV. The calculation puts the calculated total energy at -343.13120 hartree. The HOMO energy comes out at -8.955 eV. The spin multiplicity is 1.

Each atom is followed by the atoms it is bonded to, with distances in Å.
Element x y z (Å)
1 C -0.154 -2.283 0.100  N2 1.491, H8 1.138, H9 1.110, H10 1.093
2 N 0.968 -1.371 -0.263  C1 1.491, C3 1.415, H11 1.019
3 C 0.762 -0.061 -0.757  N2 1.415, O4 1.214, N5 1.398
4 O 1.258 0.383 -1.772  C3 1.214
5 N -0.180 0.637 0.003  C3 1.398, C6 1.449, C7 1.465
6 C -1.016 1.489 -0.818  N5 1.449, H12 1.093, H13 1.099, H14 1.098
7 C 0.281 1.234 1.260  N5 1.465, H15 1.100, H16 1.105, H17 1.094
8 H -1.040 -2.021 0.766  C1 1.138
9 H -0.623 -2.631 -0.843  C1 1.110
10 H 0.327 -3.124 0.607  C1 1.093
11 H 1.926 -1.511 0.054  N2 1.019
12 H -1.947 1.707 -0.288  C6 1.093
13 H -1.273 0.941 -1.735  C6 1.099
14 H -0.518 2.426 -1.100  C6 1.098
15 H 1.098 0.660 1.721  C7 1.100
16 H 0.673 2.252 1.084  C7 1.105
17 H -0.541 1.271 1.980  C7 1.094



Entry 2:
ORCA calculation (wB97M-V/def2-TZVPD) on 2 unconnected molecules or ions with the total composition C4H10N2O.

For the relative energy (zero: lowest compared OMol25 entry of this formula, charge and spin), the calculation gives 1.701 eV. The calculation puts the calculated total energy at -343.13895 hartree. The HOMO energy comes out at -8.723 eV. The spin multiplicity is 1.

Each atom is followed by the atoms it is bonded to, with distances in Å.
Element x y z (Å)
1 C 1.223 0.262 0.860  N5 1.453, H8 1.101, H9 1.094, H10 1.095
2 N 1.365 -0.562 -1.926  C3 1.232, H11 1.011
3 C 0.135 -0.544 -1.988  N2 1.232, O4 1.176
4 O -1.021 -0.571 -2.198  C3 1.176
5 N -0.098 0.087 0.281  C1 1.453, C6 1.451, C7 1.451
6 C -0.850 -1.007 0.865  N5 1.451, H12 1.104, H13 1.094, H14 1.096
7 C -0.890 1.303 0.235  N5 1.451, H15 1.094, H16 1.096, H17 1.104
8 H 1.202 0.804 1.818  C1 1.101
9 H 1.678 -0.719 1.024  C1 1.094
10 H 1.883 0.797 0.169  C1 1.095
11 H 1.840 -0.806 -2.784  N2 1.011
12 H -1.113 -0.834 1.924  C6 1.104
13 H -0.270 -1.933 0.803  C6 1.094
14 H -1.772 -1.156 0.293  C6 1.096
15 H -0.326 2.103 -0.255  C7 1.094
16 H -1.794 1.126 -0.359  C7 1.096
17 H -1.190 1.651 1.239  C7 1.104



Entry 3:
ORCA calculation (wB97M-V/def2-TZVPD) on C4H10N2O in the gas phase.

For the relative energy (zero: lowest compared OMol25 entry of this formula, charge and spin), the calculation gives 0.658 eV. The calculation puts the calculated total energy at -343.17727 hartree. The HOMO energy comes out at -9.213 eV. The spin multiplicity is 1.

Each atom is followed by the atoms it is bonded to, with distances in Å.
Element x y z (Å)
1 C -1.117 0.958 -0.163  C2 1.529, C5 1.527, H11 1.094, H12 1.090
2 C -1.697 -0.270 0.540  C1 1.529, N6 1.463, H13 1.101, H14 1.094
3 C 2.580 0.007 -0.123  N4 1.495, H15 1.089, H16 1.088, H17 1.091
4 N 1.086 -0.032 -0.175  C3 1.495, C5 1.338, H8 1.016
5 C 0.397 1.106 -0.031  C1 1.527, N4 1.338, O7 1.221
6 N -1.273 -1.505 -0.123  C2 1.463, H9 1.013, H10 1.016
7 O 0.942 2.188 0.114  C5 1.221
8 H 0.557 -0.896 -0.262  N4 1.016
9 H -1.571 -2.315 0.407  N6 1.013
10 H -1.688 -1.566 -1.048  N6 1.016
11 H -1.356 0.917 -1.229  C1 1.094
12 H -1.567 1.863 0.247  C1 1.090
13 H -2.792 -0.168 0.578  C2 1.101
14 H -1.329 -0.306 1.569  C2 1.094
15 H 2.982 -0.322 -1.079  C3 1.089
16 H 2.935 1.009 0.108  C3 1.088
17 H 2.912 -0.667 0.670  C3 1.091



Entry 4:
ORCA calculation (wB97M-V/def2-TZVPD) on C4H10N2O in the gas phase.

For the relative energy (zero: lowest compared OMol25 entry of this formula, charge and spin), the calculation gives 2.402 eV. The calculation puts the calculated total energy at -343.11319 hartree. The HOMO energy comes out at -9.091 eV. The spin multiplicity is 1.

Each atom is followed by the atoms it is bonded to, with distances in Å.
Element x y z (Å)
1 C -1.478 -1.362 -0.515  N2 1.400, O7 1.202, H8 1.105
2 N -0.417 -0.653 -1.091  C1 1.400, C4 1.485, H9 1.001
3 C 1.230 1.159 -1.250  C4 1.510, H10 1.090, H11 1.089, H12 1.095
4 C 0.041 0.623 -0.487  N2 1.485, C3 1.510, C5 1.589, H13 1.097
5 C 0.350 0.326 1.044  C4 1.589, N6 1.482, H14 1.093, H15 1.079
6 N 1.100 1.454 1.645  C5 1.482, H16 1.019, H17 1.012
7 O -1.407 -2.141 0.397  C1 1.202
8 H -2.477 -1.113 -0.916  C1 1.105
9 H 0.069 -0.923 -1.922  N2 1.001
10 H 1.349 2.170 -0.862  C3 1.090
11 H 2.214 0.702 -1.150  C3 1.089
12 H 0.958 1.288 -2.303  C3 1.095
13 H -0.759 1.372 -0.536  C4 1.097
14 H 1.071 -0.487 0.929  C5 1.093
15 H -0.617 0.261 1.519  C5 1.079
16 H 1.186 1.228 2.635  N6 1.019
17 H 2.068 1.407 1.350  N6 1.012



Entry 5:
ORCA calculation (wB97M-V/def2-TZVPD) on 2 unconnected molecules or ions with the total composition C4H10N2O.

For the relative energy (zero: lowest compared OMol25 entry of this formula, charge and spin), the calculation gives 5.257 eV. The calculation puts the calculated total energy at -343.00826 hartree. The HOMO energy (spin up / spin down) comes out at -8.311 / -8.310 eV. The spin multiplicity is 1.

Each atom is followed by the atoms it is bonded to, with distances in Å.
Element x y z (Å)
1 C 0.607 1.267 -1.309  C2 1.477, O6 1.365, H11 1.090
2 C 1.008 -0.010 -0.686  C1 1.477, C5 1.616, H13 1.088, H14 1.087
3 C -0.648 -1.080 1.978  N4 1.453, H15 1.101, H16 1.091, H17 1.089
4 N -0.896 -0.079 0.955  C3 1.453, C5 1.431, H9 1.014
5 C -0.519 -0.437 -0.378  C2 1.616, N4 1.431, N7 1.316
6 O 0.805 2.379 -0.543  C1 1.365, H8 0.965
7 N -1.036 -1.517 -0.926  C5 1.316, H10 1.016
8 H 0.373 3.143 -0.944  O6 0.965
9 H -0.555 0.841 1.212  N4 1.014
10 H -0.338 -2.075 -1.410  N7 1.016
11 H 0.744 1.379 -2.384  C1 1.090
12 H -0.794 0.785 -1.118  no bonds
13 H 1.590 0.132 0.223  C2 1.088
14 H 1.460 -0.695 -1.399  C2 1.087
15 H 0.421 -1.238 2.188  C3 1.101
16 H -1.141 -0.773 2.901  C3 1.091
17 H -1.082 -2.021 1.642  C3 1.089



Entry 6:
ORCA calculation (wB97M-V/def2-TZVPD) on 2 unconnected molecules or ions with the total composition C4H10N2O.

For the relative energy (zero: lowest compared OMol25 entry of this formula, charge and spin), the calculation gives 4.016 eV. The calculation puts the calculated total energy at -343.05388 hartree. The HOMO energy comes out at -7.403 eV. The spin multiplicity is 1.

Each atom is followed by the atoms it is bonded to, with distances in Å.
Element x y z (Å)
1 C -1.177 -0.439 0.676  C2 1.505, C4 1.327, N5 1.403
2 C -2.491 -0.628 -0.032  C1 1.505, H12 1.091, H13 1.091, H14 1.085
3 C 2.845 0.480 -0.942  O6 1.487, H15 1.094, H16 1.091, H17 1.095
4 C -0.391 0.598 0.416  C1 1.327, N7 1.228
5 N -1.096 -1.105 1.908  C1 1.403, H9 1.010, H10 1.012
6 O 1.773 -0.034 -1.835  C3 1.487, H8 0.975
7 N 0.011 1.617 -0.140  C4 1.228, H11 1.020
8 H 0.880 0.359 -1.809  O6 0.975
9 H -0.234 -0.954 2.413  N5 1.010
10 H -1.384 -2.074 1.857  N5 1.012
11 H 0.189 2.492 0.354  N7 1.020
12 H -3.328 -0.439 0.641  C2 1.091
13 H -2.606 -1.664 -0.353  C2 1.091
14 H -2.591 0.056 -0.869  C2 1.085
15 H 2.987 1.564 -0.895  C3 1.094
16 H 3.744 0.128 -1.450  C3 1.091
17 H 2.868 0.043 0.062  C3 1.095